1.
The molecule C5H8. Source: the Open Molecules 2025 dataset; level of theory: ωB97M-V with the def2-TZVPD basis set.

Positions of all 13 atoms, in Å:
C (-2.28851, 0.30584, -0.26597)
C (-1.17042, 0.50260, 0.73448)
C (0.01164, -0.03065, 0.56277)
C (1.13475, -0.66849, 0.35788)
C (2.32738, -0.14780, -0.40067)
H (-3.01440, 1.12033, -0.20391)
H (-2.82109, -0.63475, -0.07564)
H (-1.89826, 0.26636, -1.28808)
H (1.19972, -1.69092, 0.73641)
H (-1.38438, 1.06383, 1.64627)
H (3.25303, -0.45302, 0.09857)
H (2.33932, -0.57622, -1.41081)
H (2.31121, 0.94288, -0.49131)

Force components x, y, z for each atom (eV/Å):
-0.06 0.03 -0.06
0.19 -0.15 0.00
-0.02 -0.10 0.08
-0.22 0.06 0.02
0.03 0.02 -0.01
0.07 -0.08 -0.04
0.06 0.19 0.01
-0.08 -0.01 0.19
-0.01 0.16 -0.06
0.09 -0.09 -0.20
-0.10 0.12 -0.10
0.06 0.07 0.15
-0.02 -0.21 0.03

Orbital gap ... 10.371 eV
Energy above the lowest of the compared OMol25 structures with the same formula, charge and spin ... 112.0 kJ/mol
LUMO ... 1.099 eV
HOMO ... -9.272 eV
2S+1 ... 1
E_tot ... -5313.00636 eV



2.
The molecule C5H8. Source: the Open Molecules 2025 dataset; level of theory: ωB97M-V with the def2-TZVPD basis set.

Positions of all 13 atoms, in Å:
C (-2.32148, -0.33468, 0.03131)
C (-1.89900, 0.87534, 0.23934)
C (-0.92360, -0.03998, -0.44154)
C (1.75552, 0.36475, -0.03145)
C (0.23962, -0.60559, 0.30718)
H (-3.06795, -1.08540, 0.11745)
H (-2.05485, 1.85238, 0.62782)
H (-0.74871, 0.07281, -1.51015)
H (2.54279, -0.08220, 0.55460)
H (1.54324, 1.37791, 0.27560)
H (1.93760, 0.29341, -1.09156)
H (0.10790, -0.56235, 1.38166)
H (0.49978, -1.61153, -0.00982)

Force components x, y, z for each atom (eV/Å):
0.53 1.00 -0.01
-0.19 -1.00 -0.31
-0.09 -0.12 0.14
-3.49 -2.09 0.83
3.49 2.02 -0.85
-0.39 -0.28 0.07
-0.12 0.41 0.17
-0.04 0.04 -0.06
0.27 -0.03 0.07
0.06 0.24 0.03
0.13 0.03 -0.26
-0.12 -0.08 0.14
-0.06 -0.15 0.03

Orbital gap ... 10.732 eV
Energy above the lowest of the compared OMol25 structures with the same formula, charge and spin ... 275.8 kJ/mol
LUMO ... 1.325 eV
HOMO ... -9.407 eV
2S+1 ... 1
E_tot ... -5311.30872 eV